Record 1
# CH2FNOS

An isolated molecule of CH2FNOS (wB97M-V/def2-TZVPD, OMol25).

Last columns: bonded neighbours and bond lengths (Å).
Cartesian coordinates (Å):
1 C -0.450 -0.130 -0.704  N2 1.331, O3 1.186, F4 1.369
2 N 0.068 0.674 0.222  C1 1.331, S5 1.898, H6 1.003
3 O -0.306 -1.299 -0.838  C1 1.186
4 F -1.255 0.590 -1.545  C1 1.369
5 S 1.247 -0.144 1.463  N2 1.898, H7 1.334
6 H -0.101 1.662 0.280  N2 1.003
7 H 0.798 -1.353 1.122  S5 1.334

Multiplicity: 1
Total energy (eV): -18159.3709
Largest force on an atom (hartree/bohr): 0.064

Record 2
# CH2FO3S3

A cluster of 2 separate species, CH2FO3S3 in total (wB97M-V/def2-TZVPD, OMol25).

Last columns: bonded neighbours and bond lengths (Å).
Cartesian coordinates (Å):
1 C 2.211 0.477 0.374  F5 1.438, S6 1.631, S7 1.634
2 O -1.505 -0.081 -1.550  S8 1.687, H10 1.006
3 O -2.378 -1.646 0.194  S8 1.410
4 O -1.514 0.408 1.005  S8 1.655, H9 0.946
5 F 1.446 -0.732 0.227  C1 1.438
6 S 1.412 1.544 1.313  C1 1.631
7 S 3.629 0.576 -0.432  C1 1.634
8 S -1.255 -0.832 -0.061  O2 1.687, O3 1.410, O4 1.655
9 H -0.752 0.865 1.330  O4 0.946
10 H -1.295 -0.578 -2.399  O2 1.006

Multiplicity: 1
Total energy (eV): -42436.2398
Charge: -1
Largest force on an atom (hartree/bohr): 0.064

Record 3
# CH2I2S

An isolated molecule of CH2I2S (wB97M-V/def2-TZVPD, OMol25).

Last columns: bonded neighbours and bond lengths (Å).
Cartesian coordinates (Å):
1 C 0.484 0.045 0.322  S2 2.060, I3 2.160, H5 1.082, H6 1.105
2 S -0.993 0.665 -0.973  C1 2.060, I4 2.346
3 I 2.522 0.247 -0.362  C1 2.160
4 I -2.708 -0.792 -0.308  S2 2.346
5 H 0.433 0.871 1.019  C1 1.082
6 H 0.262 -1.037 0.304  C1 1.105

Multiplicity: 1
Total energy (eV): -28105.0096
Largest force on an atom (hartree/bohr): 0.063